A 2-piece molecular cluster, C3H11NOS overall. Source: the Open Molecules 2025 dataset; level of theory: ωB97M-V with the def2-TZVPD basis set.

Each line ends with the Löwdin charge.
CARTESIAN COORDINATES (ANGSTROEM)
C -1.540 3.282 5.196  -0.498
S -1.866 2.129 3.905  0.713
C -0.521 2.397 2.693  -0.417
H -1.770 4.330 4.972  0.030
H -2.211 2.976 6.014  0.026
H -0.428 3.210 5.496  0.063
H 0.193 3.235 2.776  0.043
H -0.897 2.425 1.692  0.014
H 0.140 1.630 3.159  0.025
N 1.160 -2.230 -4.247  0.004
C 0.946 -3.501 -4.853  -0.363
O 1.202 -4.652 -3.994  -0.075
H 0.877 -1.423 -4.780  0.074
H 2.125 -2.263 -3.929  0.080
H 1.556 -3.537 -5.734  0.093
H -0.058 -3.672 -5.278  0.114
H 1.091 -4.336 -3.087  0.074

The calculation puts the gap between HOMO and LUMO at 0.3436 hartree. The HOMO energy comes out at -8.3360 eV. The molecular weight is 109.19 g/mol. The calculation puts the LUMO energy at 1.015 eV. The calculation puts the largest force on an atom at 2.9 eV/A. Its SMILES is CSC.NCO. The net charge is 0. For the energy relative to the best compared isomer or geometry (same formula, charge and spin), the calculation gives 42.33 kcal/mol.



A 2-piece molecular cluster, C3H10NS overall. Source: the Open Molecules 2025 dataset; level of theory: ωB97M-V with the def2-TZVPD basis set.

Each line ends with the Löwdin charge.
CARTESIAN COORDINATES (ANGSTROEM)
C -2.772 0.923 -1.008  0.170
N -2.029 1.176 -0.001  0.169
H -3.808 1.214 -0.899  0.124
H -2.424 0.481 -1.933  0.129
H -1.026 0.881 0.074  -0.010
H -2.557 1.376 0.833  0.151
C 1.376 -1.720 0.190  -0.159
C 1.778 -0.357 0.763  -0.564
S 1.043 1.052 -0.147  0.733
H 1.715 -2.448 0.932  0.080
H 1.931 -1.933 -0.721  0.078
H 0.299 -1.834 0.105  0.058
H 1.474 -0.237 1.801  0.065
H 2.850 -0.189 0.698  0.071
H 2.150 1.614 -0.689  -0.096

The calculation puts the gap between HOMO and LUMO at 0.2804 hartree. The HOMO energy comes out at -13.0845 eV. The molecular weight is 92.19 g/mol. The calculation puts the LUMO energy at -5.455 eV. The calculation puts the largest force on an atom at 1.7 eV/A. The net charge is +1. For the energy relative to the best compared isomer or geometry (same formula, charge and spin), the calculation gives 32.77 kcal/mol.



C19H37O21Tl as an isolated structure. Source: the Open Molecules 2025 dataset; level of theory: ωB97M-V with the def2-TZVPD basis set.

Each line ends with the Löwdin charge.
CARTESIAN COORDINATES (ANGSTROEM)
Tl 2.305 -3.310 3.343  1.115
O 0.284 0.075 0.006  0.176
C 0.858 -1.126 0.047  -0.715
O 0.910 -1.840 -0.982  0.288
O 1.244 -1.641 1.096  0.143
H -0.083 0.051 -0.906  0.131
C 1.113 -0.417 6.800  0.006
O 1.445 0.685 5.972  0.062
C 1.645 0.492 4.705  -0.607
O 1.721 -0.598 4.151  -0.048
O 1.745 1.648 4.089  0.048
C 2.184 1.653 2.732  -0.009
H 1.972 -1.087 6.891  0.108
H 0.312 -1.011 6.353  0.080
H 0.806 -0.052 7.769  0.113
H 2.302 2.694 2.452  0.108
H 1.480 1.140 2.083  0.070
H 3.168 1.181 2.662  0.107
C -1.515 -3.469 6.407  -0.013
O -1.954 -2.332 5.687  0.028
C -1.448 -2.037 4.515  -0.626
O -0.503 -2.598 3.986  -0.032
O -2.121 -1.021 4.010  0.045
C -1.905 -0.750 2.616  -0.009
H -0.529 -3.269 6.834  0.094
H -1.389 -4.316 5.728  0.102
H -2.217 -3.717 7.190  0.107
H -2.709 -0.081 2.317  0.096
H -1.991 -1.677 2.049  0.102
H -0.945 -0.259 2.455  0.079
C -2.227 1.586 -0.567  -0.071
O -2.991 2.758 -0.700  0.025
C -4.064 2.788 0.126  -0.614
O -4.334 1.914 0.899  0.131
O -4.714 3.907 -0.087  0.031
C -5.902 4.105 0.706  -0.004
H -2.797 0.714 -0.898  0.106
H -1.930 1.380 0.466  0.083
H -1.312 1.763 -1.128  0.069
H -5.663 4.234 1.760  0.103
H -6.549 3.227 0.648  0.101
H -6.405 4.961 0.277  0.100
C 3.232 6.030 -1.883  0.027
O 2.535 4.755 -1.703  0.014
C 1.847 4.308 -2.728  -0.610
O 1.856 4.726 -3.850  0.186
O 1.056 3.297 -2.322  0.014
C 0.569 2.416 -3.322  -0.037
H 3.573 6.086 -2.912  0.098
H 4.107 5.955 -1.248  0.097
H 2.551 6.816 -1.586  0.106
H 0.340 1.473 -2.821  0.071
H 1.273 2.269 -4.136  0.101
H -0.387 2.779 -3.712  0.117
C 2.227 -1.321 -5.928  0.028
O 2.747 -0.323 -5.011  0.053
C 2.948 -0.664 -3.770  -0.583
O 2.974 -1.768 -3.281  0.202
O 3.105 0.452 -3.040  0.034
C 3.599 0.309 -1.736  -0.028
H 2.693 -1.208 -6.897  0.107
H 1.152 -1.157 -5.960  0.104
H 2.421 -2.325 -5.555  0.093
H 3.074 -0.424 -1.117  0.077
H 3.552 1.234 -1.163  0.107
H 4.654 0.019 -1.725  0.122
C -0.415 -5.289 -5.002  0.008
O -1.420 -4.535 -4.307  0.062
C -1.194 -4.165 -3.076  -0.571
O -0.243 -4.433 -2.378  0.197
O -2.221 -3.406 -2.666  0.054
C -2.257 -3.036 -1.314  -0.045
H 0.240 -4.631 -5.579  0.097
H -0.949 -5.897 -5.725  0.108
H 0.218 -5.883 -4.349  0.102
H -2.728 -3.789 -0.676  0.115
H -2.768 -2.083 -1.212  0.097
H -1.263 -2.937 -0.866  0.066

The calculation puts the gap between HOMO and LUMO at 0.0774 hartree. The HOMO energy comes out at -14.9999 eV. The molecular weight is 805.87 g/mol. The calculation puts the LUMO energy at -12.893 eV. The calculation puts the largest force on an atom at 1.9 eV/A. The net charge is +2. For the energy relative to the best compared isomer or geometry (same formula, charge and spin), the calculation gives 0.00 kcal/mol.



One molecule with the formula C4H9NO2. Source: the Open Molecules 2025 dataset; level of theory: ωB97M-V with the def2-TZVPD basis set.

Each line ends with the Löwdin charge.
CARTESIAN COORDINATES (ANGSTROEM)
C -2.178 -0.726 -0.054  -0.050
C -0.821 -0.243 -0.542  -0.456
O -0.926 1.150 -0.751  -0.034
C 0.306 -0.540 0.457  -0.139
N 1.595 0.022 0.037  0.016
C 2.271 1.078 0.523  -0.375
O 3.339 1.309 -0.032  -0.015
H -2.177 -1.806 0.124  0.083
H -2.945 -0.501 -0.802  0.084
H -2.458 -0.214 0.874  0.086
H -0.575 -0.755 -1.486  0.142
H -0.070 1.446 -1.090  0.088
H 0.028 -0.084 1.421  0.134
H 0.387 -1.621 0.627  0.124
H 2.352 -0.184 -0.662  0.170
H 1.872 1.669 1.356  0.141

The calculation puts the gap between HOMO and LUMO at 0.3922 hartree. The HOMO energy comes out at -9.8026 eV. The molecular weight is 103.12 g/mol. The calculation puts the LUMO energy at 0.869 eV. The calculation puts the largest force on an atom at 2.4 eV/A. Its SMILES is C[C@@H](O)CNC=O. The net charge is 0. For the energy relative to the best compared isomer or geometry (same formula, charge and spin), the calculation gives 33.31 kcal/mol.



A 7-piece molecular cluster, C46H43F7NO4S2 overall. Source: the Open Molecules 2025 dataset; level of theory: ωB97M-V with the def2-TZVPD basis set.

Each line ends with the Löwdin charge.
CARTESIAN COORDINATES (ANGSTROEM)
C 3.688 -4.119 -4.246  -0.110
C 3.478 -2.580 -4.715  -0.218
C 3.781 -1.466 -3.652  -0.027
C 3.542 0.010 -4.073  -0.017
C 3.021 0.342 -5.509  -0.193
C 2.733 1.872 -5.952  -0.211
S 1.636 2.711 -4.675  0.632
O 2.616 3.362 -3.687  -0.440
O 0.837 3.858 -5.269  -0.399
N 0.716 1.604 -3.757  -0.341
S -0.697 1.098 -4.577  0.631
O -1.889 1.672 -3.806  -0.426
O -0.764 1.474 -6.035  -0.389
C -0.821 -0.756 -4.329  -0.206
C -1.182 -1.562 -5.671  -0.193
F -0.273 -1.321 -6.764  -0.113
C 2.759 -0.760 -6.595  -0.027
C 2.997 -2.248 -6.170  -0.046
H 4.173 -4.074 -3.214  0.061
H 4.283 -4.715 -5.017  0.071
H 2.625 -4.557 -4.132  0.077
H 4.151 -1.672 -2.596  0.076
H 3.733 0.856 -3.320  0.082
H 2.332 1.958 -7.015  0.102
H 3.768 2.389 -5.935  0.111
H 0.136 -1.185 -3.876  0.099
H -1.667 -1.001 -3.578  0.096
H -2.291 -1.458 -5.980  0.129
H -1.059 -2.684 -5.406  0.118
H 2.408 -0.467 -7.646  0.100
H 2.785 -3.044 -6.964  0.087
F 4.231 1.121 -1.227  0.046
C 3.827 1.999 -0.295  -0.268
C 4.071 1.726 1.043  -0.020
C 3.660 2.635 2.012  -0.089
C 3.001 3.801 1.633  -0.102
C 2.757 4.063 0.287  -0.067
C 3.177 3.160 -0.685  0.009
H 4.579 0.809 1.319  0.087
H 3.853 2.435 3.060  0.085
H 2.676 4.509 2.391  0.082
H 2.239 4.970 -0.006  0.108
H 3.000 3.356 -1.742  0.077
F 4.088 -4.554 0.768  0.060
C 4.777 -3.734 1.577  -0.298
C 5.260 -2.534 1.080  -0.011
C 5.969 -1.682 1.921  -0.085
C 6.197 -2.046 3.246  -0.092
C 5.712 -3.256 3.733  -0.101
C 4.993 -4.103 2.896  -0.030
H 5.079 -2.271 0.044  0.111
H 6.344 -0.737 1.544  0.101
H 6.755 -1.383 3.900  0.101
H 5.894 -3.540 4.764  0.104
H 4.600 -5.045 3.260  0.119
F 3.340 -2.649 5.191  0.057
C 2.019 -2.706 4.961  -0.282
C 1.550 -2.611 3.660  -0.006
C 0.182 -2.676 3.420  -0.072
C -0.704 -2.824 4.486  -0.098
C -0.222 -2.913 5.789  -0.091
C 1.148 -2.859 6.028  -0.024
H 2.254 -2.488 2.844  0.113
H -0.195 -2.610 2.405  0.109
H -1.772 -2.869 4.299  0.100
H -0.913 -3.024 6.618  0.101
H 1.541 -2.936 7.035  0.112
F -6.994 -1.536 0.259  0.037
C -6.099 -0.861 -0.489  -0.291
C -4.776 -1.274 -0.505  -0.031
C -3.853 -0.579 -1.282  -0.079
C -4.262 0.526 -2.025  -0.073
C -5.593 0.933 -1.997  -0.062
C -6.519 0.233 -1.229  -0.019
H -4.474 -2.131 0.087  0.108
H -2.816 -0.898 -1.307  0.099
H -3.539 1.069 -2.628  0.068
H -5.909 1.796 -2.574  0.109
H -7.562 0.531 -1.203  0.077
F 4.888 3.606 5.093  0.059
C 3.796 3.496 5.863  -0.295
C 3.765 2.541 6.868  -0.019
C 2.634 2.430 7.670  -0.087
C 1.543 3.268 7.452  -0.101
C 1.583 4.219 6.437  -0.080
C 2.718 4.338 5.641  -0.018
H 4.620 1.892 7.017  0.115
H 2.602 1.691 8.464  0.102
H 0.659 3.177 8.075  0.099
H 0.731 4.868 6.265  0.106
H 2.770 5.080 4.853  0.111
F -9.175 1.238 -1.868  0.046
C -10.268 1.099 -1.100  -0.274
C -10.285 0.128 -0.111  -0.007
C -11.416 -0.012 0.688  -0.080
C -12.518 0.814 0.482  -0.103
C -12.491 1.782 -0.518  -0.089
C -11.357 1.930 -1.310  -0.016
H -9.421 -0.511 0.030  0.106
H -11.437 -0.763 1.470  0.105
H -13.401 0.701 1.103  0.098
H -13.352 2.422 -0.680  0.102
H -11.314 2.685 -2.087  0.116

The calculation puts the gap between HOMO and LUMO at 0.2846 hartree. The HOMO energy comes out at -5.7859 eV. The molecular weight is 870.97 g/mol. The calculation puts the LUMO energy at 1.959 eV. The calculation puts the largest force on an atom at 5.3 eV/A. The net charge is -1.